Below is an isolated molecule of C17H22N2O5S at a distorted geometry, with properties calculated with ωB97M-V with the def2-TZVPD basis set.

The geometry in XYZ format:
```
47
Properties=species:S:1:pos:R:3:forces:R:3
C -3.572391 1.123175 -1.128231 -0.1 0.0 0.1
H -4.530842 0.965050 -1.618288 0.0 0.0 0.1
O -2.581398 0.830446 -2.079257 0.2 -0.1 -0.3
C -1.272984 0.988537 -1.569618 0.3 0.0 0.0
C -0.294907 0.433384 -2.602059 -0.2 0.3 0.3
N -0.521881 -0.982233 -2.766284 -0.2 0.2 -0.2
C 0.339194 -1.919429 -2.318557 -0.1 0.0 -0.4
O 1.472646 -1.674050 -1.956817 0.4 0.0 0.1
C -0.241453 -3.312371 -2.340633 -0.4 0.1 0.6
H 0.470693 -4.044290 -1.966917 0.0 0.0 0.0
H -0.558549 -3.586757 -3.346382 -0.1 0.0 0.0
S -1.811702 -3.359257 -1.322441 1.3 0.1 0.4
O -2.436449 -4.640547 -1.648570 -0.7 -0.9 -0.3
C -0.996279 -3.648672 0.331412 -0.2 0.3 -0.5
C -0.052789 -2.570990 0.669989 1.2 -0.2 0.3
C 1.313716 -2.590702 0.769512 -1.0 -0.7 -0.1
O 1.714459 -1.341854 1.099091 0.3 0.2 0.1
C 0.589831 -0.605870 1.177863 -1.0 -0.7 -0.3
N -0.487568 -1.298438 0.931060 0.1 0.9 0.3
C 0.648210 0.800896 1.501691 0.4 0.4 0.1
C 1.861583 1.482297 1.494697 -0.3 -0.2 0.0
C 1.916471 2.831465 1.787837 0.1 0.4 0.1
C 0.749397 3.525818 2.095183 -0.1 -0.1 0.0
C -0.470215 2.840558 2.107366 0.1 0.2 0.0
C -0.521145 1.498429 1.817094 0.2 -0.1 0.0
H -1.457464 0.964161 1.838984 -0.1 0.0 0.0
H -1.362244 3.393494 2.355640 -0.1 0.1 0.0
O 0.685311 4.849097 2.394358 -0.3 -0.3 0.0
C 1.877392 5.597650 2.416309 0.2 0.1 0.0
H 1.583052 6.611323 2.683267 0.1 -0.1 0.0
H 2.363154 5.608941 1.435453 0.0 0.0 0.0
H 2.577801 5.215684 3.165662 0.0 0.0 0.0
H 2.871983 3.331374 1.772059 0.1 0.1 0.0
H 2.766448 0.947802 1.249795 0.1 0.0 0.0
C 2.335755 -3.643039 0.561628 0.0 0.4 0.0
H 3.087458 -3.594441 1.346861 0.0 -0.1 0.1
H 2.830541 -3.476844 -0.395504 0.0 -0.1 -0.1
H 1.874168 -4.626597 0.563804 0.0 0.0 0.0
H -1.828492 -3.676603 1.035069 0.0 -0.1 -0.1
H -0.519157 -4.624979 0.283449 -0.1 -0.1 -0.1
H -1.480832 -1.234536 -2.955165 0.1 -0.1 0.1
H 0.733535 0.569505 -2.263707 -0.1 0.0 -0.1
H -0.444035 0.939378 -3.559709 0.1 0.0 0.1
H -1.169212 0.429728 -0.629698 0.0 0.1 -0.2
H -1.060904 2.049664 -1.371027 0.0 0.0 0.0
H -3.501148 2.163392 -0.788323 0.0 0.0 0.0
H -3.488756 0.461249 -0.257947 0.0 0.0 0.0
```
Positions in Å, forces in eV/Å.

relative energy (zero: lowest compared OMol25 entry of this formula, charge and spin): 52.21 kcal/mol
highest occupied orbital energy: -7.921 eV
electronic energy: -1544.8767 Ha



Below is a cluster of 32 separate species, C14H94N2O34Si in total at a distorted geometry, with properties calculated with ωB97M-V with the def2-TZVPD basis set.

The geometry in XYZ format:
```
145
Properties=species:S:1:pos:R:3:forces:R:3
C -4.552796 -3.227677 1.479847 -0.4 -0.4 0.9
C -3.941466 -2.184743 2.537097 -0.8 -0.2 -0.4
C -3.910616 -0.762142 1.834222 0.2 -0.4 0.5
C -3.385027 0.390748 2.781226 -1.3 0.2 0.3
O -2.418503 1.284066 2.174392 0.8 -1.2 0.2
Si -0.792785 0.744256 2.283964 0.0 0.2 0.7
N -0.741453 -1.025237 2.633093 0.8 1.0 -0.1
C 0.003963 1.091871 0.575094 -0.1 -0.9 -0.7
C -0.228836 -0.190602 -0.351244 1.3 0.2 -0.6
C -0.049388 0.138924 -1.912816 0.1 -0.6 0.8
N -1.376809 0.050164 -2.588132 0.5 -0.2 -0.2
C 0.176010 1.567267 3.727266 0.1 1.3 -0.4
C 1.747091 1.267223 3.658915 -0.7 -0.6 0.3
C 2.222333 0.118239 4.664015 0.0 0.1 -0.9
C 3.098451 -0.914172 3.814851 -0.3 0.6 0.5
C 4.189115 -1.674975 4.667308 0.8 1.2 -1.1
O 3.985779 -3.109701 4.800399 0.3 -0.4 -0.9
C 4.080254 -3.777175 3.578719 -1.0 -0.9 -2.3
C 5.451773 -4.390826 3.066177 -0.5 -0.2 0.5
O 3.100813 -3.964835 2.855431 1.7 0.7 2.1
H -5.649441 -3.327121 1.727475 1.1 0.1 -0.4
H -4.498275 -2.872757 0.411477 0.2 -0.3 1.1
H -4.118393 -4.276888 1.594169 -0.4 1.6 -0.3
H -4.644628 -2.169677 3.444879 1.0 0.2 -1.4
H -2.940343 -2.508654 2.934082 -0.8 0.5 -0.7
H -3.253503 -0.799543 0.920129 -0.5 -0.1 0.9
H -4.964331 -0.572107 1.458606 1.2 0.0 0.5
H -4.287425 1.021351 3.063835 1.1 -0.6 -0.2
H -2.972104 -0.004757 3.754891 -0.4 0.1 -1.0
H 0.228756 -1.286182 2.378027 -0.7 -0.2 0.1
H -0.760353 -1.136045 3.656784 -0.1 -0.1 -0.5
H 1.116972 1.252363 0.624297 -1.1 0.0 0.1
H -0.450440 1.981547 0.052736 0.3 -0.7 0.7
H 0.559939 -0.970372 -0.110018 -1.0 0.8 0.0
H -1.233848 -0.675756 -0.206452 1.0 0.5 -0.1
H 0.613478 -0.642652 -2.401669 -0.8 0.9 0.6
H 0.465160 1.132974 -2.070983 -0.8 -1.0 0.1
H -1.661089 -0.937307 -2.496558 -0.1 0.7 -0.2
H -2.080070 0.613126 -2.097975 0.4 -0.3 0.0
H 0.067620 2.687549 3.562093 0.0 -1.2 0.4
H -0.275724 1.334607 4.737100 0.5 0.2 -1.0
H 1.963230 0.917090 2.602636 0.1 0.5 1.1
H 2.321455 2.211410 3.864463 -0.5 -0.9 -0.3
H 2.797680 0.571947 5.517713 -0.6 -0.5 -1.0
H 1.303492 -0.387751 5.100827 1.1 0.4 -0.5
H 2.369660 -1.583941 3.281816 1.0 0.2 0.6
H 3.646196 -0.338302 3.009681 -0.5 -0.6 1.0
H 5.187372 -1.525134 4.142629 -1.1 -0.2 0.6
H 4.327735 -1.193965 5.682805 -0.5 -1.0 -1.0
H 5.860006 -5.100100 3.841821 -0.1 1.1 -0.7
H 5.252595 -5.029554 2.154357 -0.1 0.9 1.1
H 6.188436 -3.606355 2.744923 -0.6 -0.7 0.7
O -0.450443 -0.328367 -5.525412 0.2 0.1 0.1
H -0.423235 0.595936 -5.802605 0.0 -0.1 -0.2
H -0.687624 -0.283487 -4.586756 -0.2 0.3 0.2
O 5.961661 0.568038 2.936114 0.1 -0.1 0.0
H 6.103067 0.612178 1.983447 -0.1 0.1 0.1
H 6.832077 0.335143 3.291361 0.1 0.1 0.0
O -5.373660 3.081872 1.749838 0.1 -0.1 0.0
H -5.239468 3.122097 0.796158 0.0 -0.1 0.1
H -4.511895 2.814278 2.095918 0.0 0.1 -0.1
O -0.159665 -2.122383 -7.990041 0.0 0.0 -0.2
H -0.569260 -1.632195 -7.264301 0.0 0.1 0.0
H -0.319914 -1.566652 -8.762692 -0.1 0.0 0.1
O 0.527584 0.767550 -8.332708 0.3 0.1 -0.1
H 1.027390 1.452519 -8.797596 -0.1 0.0 -0.1
H 1.186843 0.090769 -8.129389 -0.2 0.0 0.1
O 3.295027 1.600789 7.313156 0.3 -0.1 0.7
H 3.028782 2.371654 7.838732 -0.1 0.1 -0.4
H 3.629518 0.972425 7.964890 0.0 0.0 -0.2
O 0.877328 4.976976 3.976510 0.0 0.3 0.1
H 1.449268 5.212554 4.714862 -0.1 -0.1 -0.1
H 0.589660 5.829020 3.620845 0.1 -0.1 -0.1
O -1.548362 -2.768090 -4.867457 0.2 -0.2 0.1
H -1.064538 -3.592443 -4.996192 -0.1 0.1 0.1
H -0.941326 -2.083982 -5.189494 -0.3 -0.1 -0.1
O -3.457161 -5.881311 3.178174 0.3 -0.2 0.3
H -3.324908 -6.838693 3.189115 -0.2 0.0 -0.1
H -2.697735 -5.532213 3.660391 -0.1 0.1 -0.1
O 0.978451 3.449950 -10.276610 0.1 0.1 0.2
H 0.566762 3.932654 -9.549014 0.0 0.0 -0.1
H 0.817839 4.008129 -11.047306 -0.1 -0.2 0.0
O -2.330152 2.228523 -4.755107 -0.2 0.0 0.2
H -2.609998 2.989560 -4.229752 0.1 0.0 -0.1
H -2.004532 1.596240 -4.098923 0.0 -0.1 -0.1
O -0.318583 3.849449 -6.203344 0.1 0.2 -0.4
H -1.239221 3.999247 -5.957726 0.1 -0.4 0.1
H -0.342440 3.016430 -6.688895 0.0 0.1 0.1
O 0.351692 7.148592 1.422796 -0.1 -0.2 0.0
H 1.033783 6.729791 0.883979 0.0 0.1 0.1
H -0.449714 6.653598 1.212452 0.1 0.1 0.0
O 2.372784 4.125770 7.576820 -0.1 0.5 -0.2
H 2.665733 4.374924 6.691322 0.1 -0.3 0.0
H 2.103649 4.959552 7.983330 0.1 -0.2 0.2
O -0.376439 -5.508823 -8.370820 0.0 0.1 0.0
H -0.349288 -4.579493 -8.635598 0.0 0.0 0.1
H -0.614537 -5.476348 -7.437960 0.0 0.0 -0.1
O 7.914286 -6.376927 3.574780 0.1 -0.2 0.1
H 8.028471 -7.300902 3.321353 0.0 0.1 0.0
H 8.005705 -6.385889 4.535178 0.0 0.0 -0.1
O 6.298636 -2.704860 7.123920 0.0 -0.2 -0.1
H 6.988518 -3.131881 6.603335 -0.1 0.1 0.1
H 5.495852 -3.189324 6.890487 0.0 0.1 -0.1
O -7.425651 0.185690 1.219300 0.1 0.1 0.2
H -7.521610 0.001751 2.160645 0.0 0.0 -0.1
H -6.740845 0.869890 1.182933 0.0 0.0 0.0
O 4.764537 3.126167 4.853455 0.0 0.0 0.2
H 4.833215 2.204927 4.568993 0.0 0.1 -0.1
H 4.905715 3.087251 5.807392 -0.1 -0.1 -0.1
O -6.814093 -2.810941 3.812104 -0.4 -0.1 0.2
H -7.736388 -2.539208 3.731188 0.1 0.0 0.0
H -6.867834 -3.749844 4.027823 0.1 0.1 0.0
O -5.252648 -8.127042 2.692014 -0.1 0.1 0.0
H -5.659721 -7.599647 3.389674 0.1 0.0 -0.1
H -5.383170 -7.599322 1.894576 0.0 -0.1 0.1
O -1.403843 3.596190 -12.103612 -0.3 0.2 0.1
H -2.334883 3.842665 -12.168523 0.1 -0.2 -0.2
H -1.424670 2.644314 -11.934854 0.1 0.0 -0.1
O -5.804917 1.372047 -0.786057 0.1 0.1 -0.3
H -5.136105 0.920598 -1.314429 0.0 0.0 0.1
H -6.627380 0.916239 -1.008997 0.0 0.0 0.1
O -2.583192 6.487112 -11.228152 0.2 -0.1 -0.1
H -2.094074 5.665334 -11.361741 0.1 0.1 0.1
H -1.979130 7.171717 -11.538341 -0.1 -0.1 0.0
O 6.499047 -6.022909 -0.426704 -0.1 0.0 0.2
H 5.603899 -5.713952 -0.242391 0.1 0.0 -0.1
H 6.738174 -6.530494 0.357711 0.0 0.1 -0.1
O -0.788550 0.433276 -12.184584 0.2 0.1 0.2
H -0.366410 -0.281105 -12.675661 -0.1 0.1 0.0
H -0.132317 0.679472 -11.519141 -0.1 0.0 0.0
O -5.415314 5.077078 -1.365336 -0.1 -0.2 0.0
H -6.333952 5.358172 -1.449289 0.1 0.0 0.0
H -5.477695 4.138244 -1.149715 0.0 0.1 -0.1
O 8.799326 -0.015472 3.567698 0.2 -0.2 0.0
H 9.229269 -0.757308 3.125316 -0.1 0.1 0.0
H 9.439488 0.267299 4.231517 -0.2 0.1 0.0
O 2.781487 4.760165 10.330862 0.0 -0.2 0.2
H 2.846753 3.836799 10.060247 0.0 0.1 -0.1
H 2.922121 4.738633 11.284721 -0.1 0.1 -0.1
O -1.207140 5.344323 -3.880558 -0.2 0.2 -0.1
H -0.899425 5.613145 -4.755106 0.2 -0.1 0.1
H -1.494977 6.168089 -3.468844 0.0 -0.1 0.0
O -4.412767 -3.515897 -5.993592 0.1 -0.1 0.1
H -4.259858 -4.467035 -6.022451 -0.1 0.1 0.0
H -3.648458 -3.168072 -5.514071 0.1 0.1 -0.1
```
Positions in Å, forces in eV/Å.

relative energy (zero: lowest compared OMol25 entry of this formula, charge and spin): 0.00 kcal/mol
highest occupied orbital energy: -9.055 eV
electronic energy: -3546.9428 Ha



Below is an isolated molecule of C14H20BBrF8O3 at a distorted geometry, with properties calculated with ωB97M-V with the def2-TZVPD basis set.

The geometry in XYZ format:
```
47
Properties=species:S:1:pos:R:3:forces:R:3
C 3.306966 -0.442015 1.488002 1.1 -0.8 -0.4
C 2.549719 0.147326 0.143063 1.6 0.4 -0.2
C 1.100624 -0.557514 -0.183198 -1.3 1.6 1.1
C 1.175355 -2.134542 -0.700840 -1.2 -1.2 1.7
F 1.942985 -3.015540 0.257621 -2.1 2.7 -2.9
F -0.190245 -2.779463 -0.770103 4.3 2.1 0.3
C 1.839319 -2.336969 -2.178269 -0.8 -0.3 -2.7
F 2.406680 -1.126806 -2.807895 -1.8 -3.6 2.3
F 0.744913 -2.809446 -3.107431 3.6 1.6 2.8
C 3.006754 -3.504209 -2.262479 1.8 -1.9 -2.3
F 3.387182 -3.574537 -3.723470 -1.2 0.2 5.0
F 2.488898 -4.881109 -1.944165 2.1 5.2 -0.7
F 4.260817 -3.163015 -1.543418 -4.7 -1.4 -2.2
C 0.166027 -0.301482 1.181783 -1.9 0.4 0.0
C 0.135934 1.220801 1.820961 -0.2 0.3 0.6
B 0.757291 1.284411 3.377960 0.9 0.6 0.6
O 1.824374 2.294110 3.623274 -2.4 -1.0 -1.4
O 0.304099 0.426206 4.490977 2.9 3.0 -1.3
O -1.254865 -0.420583 0.711409 0.8 0.2 -0.9
C -1.501280 0.267509 -0.583150 0.6 -0.5 -0.3
C -2.528945 -0.713714 -1.464996 -0.6 0.2 0.8
C -2.190205 1.752511 -0.594181 0.2 0.5 0.4
C -3.572198 1.897888 0.269796 -0.9 1.0 -0.2
C -4.820413 2.400849 -0.712081 0.1 -1.4 0.8
F -4.023280 0.670718 0.962592 1.1 2.2 -1.5
C 0.048456 0.239034 -1.212607 -0.7 -1.9 -2.2
Br 0.771852 1.956763 -1.996393 -0.5 -1.0 0.8
H 2.639988 -1.132139 2.156697 1.2 1.5 -1.2
H 3.836342 0.411969 2.118530 -1.5 -1.7 -1.3
H 4.201362 -1.131484 1.100676 -2.0 1.4 1.0
H 2.479497 1.326472 0.312772 -0.5 -2.8 -0.6
H 3.348225 0.028697 -0.736842 -2.1 0.2 1.7
H 0.326596 -1.056850 2.074939 -0.5 1.3 -2.2
H 0.588793 2.047142 1.117547 -0.7 -1.7 1.3
H -1.011501 1.522913 1.958153 2.4 -1.0 -0.5
H 1.844891 2.951743 2.859069 0.0 -1.5 1.5
H 0.900575 0.706260 5.271549 -1.4 -0.7 -1.6
H -2.260668 -0.752118 -2.603351 -0.2 -0.1 2.2
H -2.531152 -1.754580 -0.922623 0.2 2.0 -1.4
H -3.655895 -0.324283 -1.412104 2.6 -0.7 0.1
H -2.452109 2.001839 -1.716569 0.6 -0.7 2.2
H -1.468063 2.624814 -0.216074 -1.5 -2.1 -0.8
H -3.402108 2.717292 1.097016 -0.4 -1.9 -1.4
H -5.813727 2.548415 -0.073615 2.3 -0.1 -1.3
H -5.049327 1.476107 -1.422634 0.6 2.2 1.2
H -4.509080 3.371936 -1.294027 -0.7 -2.0 1.1
H -0.149452 -0.381326 -2.211869 1.0 1.2 2.2
```
Positions in Å, forces in eV/Å.

SMILES: CC[C@@]1(C(F)(F)C(F)(F)C(F)(F)F)[C@@H](CB(O)O)O[C@@](C)(C[C@@H](C)F)[C@H]1Br
highest occupied orbital energy: -9.914 eV
electronic energy: -4168.7478 Ha